Entry 1:
Entry from the Open Molecules 2025 dataset: a molecular structure, C33H19CdClF5N5OSe5 (wB97M-V/def2-TZVPD).

Results
Molar mass   1139.204 g/mol
HOMO energy   -1.491 eV
LUMO energy   3.31 eV
Relative energy (zero: lowest compared OMol25 entry of this formula, charge and spin)   0.00 kcal/mol
F_max   0.51 eV Å⁻¹
Net charge   -2

Each line ends with the Löwdin charge.
Cartesian coordinates (Å):
Cd (0.8313, -1.9172, 1.5049)  1.1997
Cl (-4.5039, -5.5579, -2.0550)  0.6101
C (-3.0833, -5.1052, -1.1344)  -0.6811
C (-2.8152, -5.7606, 0.0794)  -0.1197
C (-1.7297, -5.4050, 0.8244)  -0.0146
C (-0.8354, -4.3510, 0.4320)  -0.4062
O (0.1535, -4.0640, 1.1703)  -0.1912
C (-1.1396, -3.7052, -0.8131)  -0.1550
C (-0.3940, -2.6176, -1.3636)  -0.1206
N (0.5562, -1.9466, -0.7906)  0.0275
C (1.2049, -0.9261, -1.5037)  -0.2190
C (0.8798, -0.4955, -2.7728)  -0.0333
C (1.6194, 0.5121, -3.4175)  -0.0837
C (2.6882, 1.1033, -2.8057)  -0.0570
C (3.0333, 0.7212, -1.4913)  -0.1658
C (4.1023, 1.3199, -0.7747)  -0.0306
C (4.3431, 0.9578, 0.5120)  -0.0596
C (3.4940, 0.0037, 1.1199)  -0.2379
N (2.5153, -0.5748, 0.4764)  0.0260
C (2.2816, -0.2682, -0.8287)  -0.1736
C (-2.2609, -4.1099, -1.5705)  -0.0851
H (-3.4889, -6.5353, 0.4232)  0.0988
H (-1.5216, -5.8846, 1.7716)  0.1138
H (-0.6750, -2.3801, -2.3874)  0.0876
H (0.0307, -0.9152, -3.2903)  0.0834
H (1.3263, 0.8162, -4.4147)  0.0984
H (3.2669, 1.8728, -3.3020)  0.1026
H (4.7147, 2.0628, -1.2746)  0.1098
H (5.1655, 1.3656, 1.0825)  0.1034
H (3.6300, -0.2744, 2.1577)  -0.0070
H (-2.4909, -3.5759, -2.4851)  0.1131
Se (0.5715, -2.1231, 4.1013)  -0.1954
Se (2.8719, -1.8221, 4.4662)  -0.2041
Se (3.6343, -3.1238, 2.6037)  -0.2699
Se (5.6986, -2.2122, 2.1113)  -0.2742
F (-5.8541, -3.8919, 1.9490)  0.0921
C (-5.1724, -3.0421, 1.1598)  -0.1532
C (-3.9061, -2.6128, 1.5141)  -0.1577
F (-3.3525, -3.0489, 2.6527)  0.1090
C (-3.2209, -1.7447, 0.6844)  -0.2541
F (-1.9647, -1.4338, 1.0743)  0.0123
C (-3.7442, -1.2356, -0.5064)  -0.5824
Se (-2.8033, -0.0419, -1.6422)  0.5463
C (-5.0234, -1.6977, -0.8183)  -0.2787
F (-5.6386, -1.2943, -1.9439)  0.0411
C (-5.7259, -2.5826, -0.0210)  -0.1660
F (-6.9557, -2.9958, -0.3778)  0.0850
C (0.5099, 2.6816, 2.8624)  -0.0469
C (0.4357, 1.2927, 2.8387)  -0.1543
N (0.0748, 0.6226, 1.7499)  0.0211
C (-0.2364, 1.3073, 0.6537)  -0.1066
C (-0.1675, 2.6955, 0.5668)  -0.1987
C (0.2065, 3.3901, 1.7155)  -0.0412
C (-0.5804, 3.3255, -0.6950)  -0.0208
C (-0.1306, 4.4427, -1.2751)  -0.0332
C (1.0040, 5.2875, -0.8758)  -0.2740
C (2.1278, 4.7941, -0.2120)  -0.0141
C (3.1472, 5.6818, 0.0513)  -0.1293
N (3.0935, 6.9712, -0.2983)  0.0582
C (1.9890, 7.3341, -0.9351)  -0.2351
N (0.9506, 6.5735, -1.2516)  0.1165
H (0.7947, 3.1904, 3.7731)  0.0997
H (0.6741, 0.6810, 3.7031)  0.0331
H (-0.6212, 0.7287, -0.1814)  0.0280
H (0.2413, 4.4731, 1.7118)  0.1153
H (-1.3795, 2.7937, -1.2047)  0.0864
H (-0.6234, 4.7858, -2.1775)  0.1042
H (2.2026, 3.7564, 0.0702)  0.1051
H (4.0467, 5.3540, 0.5614)  0.1070
H (1.9273, 8.3748, -1.2375)  0.0965

Entry 2:
Entry from the Open Molecules 2025 dataset: 2 unconnected molecules or ions with the total composition C7H14N2 (wB97M-V/def2-TZVPD).

Results
Molar mass   126.203 g/mol
HOMO energy   -8.480 eV
LUMO energy   0.83 eV
Relative energy (zero: lowest compared OMol25 entry of this formula, charge and spin)   17.31 kcal/mol
F_max   1.75 eV Å⁻¹

Each line ends with the Löwdin charge.
Cartesian coordinates (Å):
C (-2.7190, -1.5797, -1.2248)  -0.1064
C (-1.8046, -2.1307, -0.1286)  -0.2030
C (-0.8467, -1.1307, 0.4461)  -0.3240
C (-1.0477, 0.2020, 0.7757)  -0.0478
N (0.1453, 0.5889, 1.3812)  0.0399
C (0.9414, -0.5124, 1.4035)  -0.2181
N (0.4336, -1.5076, 0.7288)  0.0947
H (-3.7657, -1.8901, -1.2672)  0.0691
H (-2.2046, -1.6011, -2.1922)  0.0737
H (-2.8120, -0.4893, -1.1365)  0.0542
H (-2.4760, -2.5543, 0.6157)  0.1007
H (-1.1578, -2.9871, -0.3876)  0.1096
H (-1.8135, 0.9349, 0.6270)  0.1035
H (0.2481, 1.4077, 1.9550)  0.1402
H (1.8523, -0.6065, 1.9975)  0.1210
C (1.8030, 2.5253, -1.7973)  -0.1815
C (2.8173, 2.4876, -0.6647)  -0.1801
H (2.3221, 2.8148, -2.7183)  0.0692
H (1.4141, 1.5340, -1.9960)  0.0527
H (0.9202, 3.0895, -1.4841)  0.0610
H (2.5300, 2.1080, 0.3096)  0.0359
H (3.6166, 1.8796, -1.1264)  0.0713
H (3.1471, 3.5188, -0.4578)  0.0642

Entry 3:
Entry from the Open Molecules 2025 dataset: 5 unconnected molecules or ions with the total composition C16H44N2O6 (wB97M-V/def2-TZVPD).

Results
Molar mass   360.536 g/mol
HOMO energy   -9.431 eV
LUMO energy   0.44 eV
Relative energy (zero: lowest compared OMol25 entry of this formula, charge and spin)   67.05 kcal/mol
F_max   1.86 eV Å⁻¹

Each line ends with the Löwdin charge.
Cartesian coordinates (Å):
C (1.4528, 0.4292, -3.1097)  -0.1124
O (1.5713, 1.5678, -3.9408)  -0.1888
C (2.8728, 1.6725, -4.5187)  -0.2090
C (3.9772, 2.0058, -3.5267)  -0.4486
C (3.5291, 3.1531, -2.6324)  -0.0569
N (5.1411, 2.4578, -4.3012)  0.0280
H (2.2008, 0.4110, -2.3195)  0.0541
H (1.4765, -0.5325, -3.6341)  0.0912
H (0.4601, 0.5258, -2.6684)  0.0918
H (3.0881, 0.7455, -5.0656)  0.1232
H (2.7339, 2.4557, -5.2633)  0.1307
H (4.2133, 1.1355, -2.9043)  0.1271
H (4.3714, 3.5099, -2.0333)  0.0773
H (2.7238, 2.8866, -1.9442)  0.0597
H (3.1241, 3.9990, -3.1897)  0.0878
H (5.9264, 2.5025, -3.6576)  0.0711
H (5.4067, 1.7924, -5.0208)  0.0699
C (2.5364, -3.4149, 2.2905)  -0.1100
O (1.2888, -3.2724, 1.6847)  -0.2017
C (0.3764, -4.3276, 1.8737)  -0.2171
C (-0.7707, -4.1399, 0.9049)  -0.4438
C (-1.9126, -5.1171, 1.0583)  -0.0650
N (-0.1620, -4.2753, -0.4525)  0.0515
H (3.2920, -3.7586, 1.5693)  0.0925
H (2.6014, -4.1692, 3.0823)  0.0892
H (2.8863, -2.4571, 2.6729)  0.0787
H (0.8924, -5.2772, 1.6734)  0.1330
H (0.0227, -4.4053, 2.9122)  0.1308
H (-1.1148, -3.1119, 1.0790)  0.1024
H (-2.1931, -5.3589, 2.0876)  0.0795
H (-1.5549, -6.0748, 0.6656)  0.0847
H (-2.8283, -4.8309, 0.5455)  0.0758
H (0.3850, -3.4112, -0.5496)  0.0696
H (-0.9030, -4.0424, -1.1247)  0.0774
C (-1.7673, 3.0725, 0.1117)  -0.0639
C (-3.2272, 3.3713, 0.5005)  -0.4958
C (-3.4053, 3.5176, 1.9901)  -0.0557
O (-3.5211, 4.6426, -0.0894)  -0.0507
H (-1.2104, 3.8944, 0.5719)  0.0870
H (-1.5676, 3.0550, -0.9604)  0.0811
H (-1.3418, 2.1212, 0.4443)  0.0463
H (-3.7915, 2.5300, 0.0824)  0.1219
H (-4.4388, 3.5977, 2.3286)  0.0781
H (-2.9579, 4.4722, 2.2764)  0.0870
H (-2.9311, 2.6649, 2.4799)  0.0722
H (-3.9357, 4.5158, -0.9478)  0.0911
C (1.9046, 1.1907, 0.4203)  -0.0573
C (1.2112, 0.3827, 1.4967)  -0.4960
C (0.6086, 1.1614, 2.6685)  -0.0378
O (0.3599, -0.5518, 0.8594)  -0.0544
H (2.5613, 0.5711, -0.1824)  0.0698
H (2.5355, 2.0062, 0.7905)  0.0853
H (1.1816, 1.7488, -0.1840)  0.0734
H (2.0114, -0.2104, 1.9721)  0.1208
H (1.3097, 1.9158, 3.0230)  0.0818
H (0.3739, 0.4592, 3.4678)  0.0771
H (-0.2882, 1.7046, 2.3608)  0.0551
H (0.0331, -1.1797, 1.5130)  0.0622
O (-4.7309, -1.4274, 2.1487)  -0.0537
C (-3.4039, -1.4387, 1.6486)  -0.2368
C (-3.2507, -0.5810, 0.4035)  -0.2363
O (-4.2224, -0.9544, -0.5606)  -0.0584
H (-4.8266, -0.7331, 2.8030)  0.0889
H (-2.7372, -1.0707, 2.4434)  0.1210
H (-3.0651, -2.4583, 1.4741)  0.0925
H (-2.2759, -0.7845, -0.0500)  0.1112
H (-3.2311, 0.5008, 0.5568)  0.0893
H (-5.0741, -0.9796, -0.1045)  0.0797